Model P:
2 unconnected molecules or ions with the total composition C3H8N3O. Source: OMol25; level of theory: ωB97M-V/def2-TZVPD.

Last column: natural (NBO) charge in e.
Element x y z (Å)
1 C 3.2557 -0.8657 -0.4534  -0.316
2 N -0.8421 1.0398 0.3304  -0.697
3 H -0.9758 0.2498 -1.6399  0.244
4 H -1.2304 0.8065 1.1756  0.423
5 O -0.5771 -1.5024 0.7965  -0.486
6 C -1.1860 -1.3379 -0.1850  0.432
7 H 0.2523 0.7031 0.3032  0.442
8 N 1.7925 0.8695 0.1264  -0.157
9 H -1.0463 1.9830 0.1436  0.435
10 H -1.7125 -2.1032 -0.7698  0.159
11 N 2.5252 0.0148 -0.0664  0.097
12 H 2.9836 -1.3050 -1.3845  0.254
13 C -1.4859 0.1144 -0.6219  -0.375
14 H 4.1471 -1.0540 0.2746  0.273
15 H -2.5558 0.3552 -0.9590  0.271

Its LUMO energy is -3.678 eV. As for the frontier orbital gap: 9.57 eV. Its multiplicity is 1. The charge is +1.

---

Model Q:
A molecular structure, C3H8N3O. Source: OMol25; level of theory: ωB97M-V/def2-TZVPD.

Last column: natural (NBO) charge in e.
Element x y z (Å)
1 C 0.4229 0.5881 0.5820  -0.131
2 C -2.6575 -0.6259 0.2926  -0.250
3 O 1.3673 -1.6677 -0.5849  -0.427
4 N 0.4963 -1.7434 0.2849  0.197
5 N 1.7171 0.6793 -0.1362  -0.816
6 H 1.6805 -0.4795 -0.5642  0.447
7 H 1.6875 1.4122 -1.0320  0.450
8 C -2.8042 -0.7480 -0.8800  -0.211
9 N -0.0279 -0.7459 0.8599  -0.119
10 H 0.0761 -2.7031 0.4025  0.436
11 H -0.3218 0.9580 -0.0445  0.256
12 H -3.0767 -1.0322 -1.8119  0.232
13 H -2.7477 -0.1152 1.1812  0.233
14 H 2.5956 0.9027 0.3530  0.438
15 H 0.5881 1.3397 1.4732  0.265

Its LUMO energy is -4.839 eV. As for the frontier orbital gap: 9.28 eV. Its multiplicity is 1. The charge is +1.

---

The structure with the greatest stability is model P.

---

Model P:
2 unconnected molecules or ions with the total composition C3H8N3O. Source: OMol25; level of theory: ωB97M-V/def2-TZVPD.

Last column: natural (NBO) charge in e.
Element x y z (Å)
1 H -0.9229 -1.2613 1.5589  0.289
2 N 1.4880 0.2539 0.3498  -0.521
3 N 2.4656 -0.1576 -0.3110  0.221
4 H -0.4922 1.9726 -0.8281  0.430
5 H -0.1738 -1.6010 -0.8848  0.272
6 N -0.8824 1.5205 0.0105  -0.641
7 H -2.0020 -1.2013 -1.5021  0.299
8 C -0.9628 0.2427 0.0142  0.493
9 H 1.8107 1.1257 0.7991  0.353
10 H -2.6104 -0.6500 1.2418  0.295
11 H 2.1614 -0.7937 -1.1016  0.362
12 O 3.6161 0.2423 -0.2345  -0.359
13 C -1.1804 -0.9966 -0.7393  -0.456
14 H -0.8203 2.1446 0.8773  0.447
15 C -1.4944 -0.8406 0.7498  -0.485

Its LUMO energy is -4.701 eV. As for the frontier orbital gap: 9.75 eV. Its multiplicity is 1. The charge is +1.

---

Model Q:
A gas-phase ion, C3H8N3O (charge +1). Source: OMol25; level of theory: ωB97M-V/def2-TZVPD.

Last column: natural (NBO) charge in e.
Element x y z (Å)
1 C 0.8216 -1.4299 -1.3463  0.538
2 H 2.3463 1.1672 -0.0930  0.219
3 H 0.2490 1.5452 1.3488  0.211
4 H 0.2645 2.1539 -0.3225  0.248
5 N -1.0179 0.5795 -0.0461  -0.588
6 H -2.6422 1.1901 1.0328  0.407
7 C 0.1563 1.2386 0.2924  -0.339
8 O 0.9941 -2.7148 -1.2044  -0.586
9 H -2.4545 -0.4584 0.8778  0.432
10 H 0.1126 -1.1688 -2.1283  0.226
11 N 1.5161 -0.5520 -0.7285  -0.444
12 N -1.9418 0.4230 1.0354  -0.522
13 C 1.4395 0.5784 -0.1634  0.287
14 H 1.6602 -2.9538 -0.5351  0.517
15 H -1.5039 0.4017 1.9804  0.393

Its LUMO energy is -4.437 eV. As for the frontier orbital gap: 7.53 eV. Its multiplicity is 1. The charge is +1.

---

Model R:
2 unconnected molecules or ions with the total composition C3H8N3O. Source: OMol25; level of theory: ωB97M-V/def2-TZVPD.

Last column: natural (NBO) charge in e.
Element x y z (Å)
1 N -0.3100 1.2269 -0.3106  -0.695
2 H -4.6582 -1.2012 -0.5301  0.143
3 N 1.2484 -0.4107 0.2626  -0.573
4 N 3.5545 -0.0518 -0.1589  -0.602
5 O -2.9240 -0.2740 -0.2801  -0.581
6 C 2.6720 -0.7625 0.3311  0.275
7 H -1.0994 0.5293 -0.1360  0.460
8 H 4.5539 -0.3945 -0.0062  0.402
9 H -0.4883 2.2436 -0.5034  0.452
10 H -4.4691 0.1342 0.7886  0.130
11 C -4.0807 -0.4792 -0.0160  0.324
12 H 2.7128 -1.7506 0.6768  0.176
13 C 0.8999 0.7931 -0.1262  0.401
14 H 1.6244 1.5995 -0.4408  0.261
15 H 0.7638 -1.2023 0.4492  0.428

Its LUMO energy is -3.750 eV. As for the frontier orbital gap: 10.25 eV. Its multiplicity is 1. The charge is +1.

---

The structure with the greatest stability is model R.

---

Model P:
A gas-phase ion, C5H11NO3P (charge +1). Source: OMol25; level of theory: ωB97M-V/def2-TZVPD.

Last column: natural (NBO) charge in e.
Element x y z (Å)
1 H -3.8296 -0.5134 1.4976  0.255
2 H 1.1778 -1.8608 -0.3216  0.216
3 H 4.1326 1.5996 0.3267  0.192
4 H 2.3658 0.2928 1.5978  0.172
5 H 5.1835 0.1514 -0.2487  0.246
6 C -3.1881 1.0629 -0.0081  -0.115
7 P -1.3304 -0.3854 -0.8532  2.192
8 O 0.0981 -0.1503 -0.3023  -0.813
9 H -4.2072 -0.9134 -0.3796  0.208
10 C -3.5104 -0.3566 0.3854  -0.108
11 H 4.2696 1.0562 -1.4812  0.228
12 C 4.2280 0.6973 -0.3032  -0.450
13 H -1.5069 -0.7652 -2.1386  -0.009
14 N 3.1879 -0.1782 -0.2178  -0.337
15 C 2.2815 -0.1805 0.6481  0.051
16 H 0.6446 -1.5880 1.3377  0.227
17 H -2.6515 1.3582 0.9111  0.194
18 C 1.0565 -1.0899 0.4344  -0.082
19 H -4.0189 1.7381 -0.2271  0.251
20 O -2.1397 1.0207 -0.9848  -0.756
21 O -2.2435 -0.9953 0.3277  -0.762

Its LUMO energy is -3.742 eV. As for the frontier orbital gap: 9.01 eV. Its multiplicity is 1. The charge is +1.

---

Model Q:
A gas-phase ion, C5H11NO3P (charge +1). Source: OMol25; level of theory: ωB97M-V/def2-TZVPD.

Last column: natural (NBO) charge in e.
Element x y z (Å)
1 H -2.3820 0.3955 0.9109  0.493
2 C 1.6411 1.1447 -0.5443  -0.626
3 O -1.1490 0.6895 -2.2940  -1.046
4 H 0.8278 0.6752 2.0549  0.454
5 C 0.0276 -1.1181 1.7961  0.297
6 C -0.3608 -1.9647 0.5558  -0.506
7 O -2.4651 0.3102 -0.0510  -0.929
8 C 0.4661 0.1916 -0.1130  -0.224
9 H -1.4442 -2.1806 0.4519  0.297
10 H 1.2963 2.1660 -0.8280  0.246
11 H -0.7614 2.9501 -1.3807  0.520
12 N 0.4896 0.0158 1.3551  -0.440
13 C 0.4219 -1.2838 -0.6312  -0.432
14 H -0.2067 -1.5242 -1.5163  0.300
15 H 1.4228 -1.6738 -0.9081  0.258
16 H 2.1861 0.7379 -1.4171  0.265
17 H 2.2994 1.3010 0.3441  0.229
18 O -1.2016 2.6067 -0.5872  -0.952
19 H 0.0672 -2.9843 0.7462  0.276
20 P -1.1180 0.9464 -0.8036  2.255
21 H -0.0569 -1.4012 2.8597  0.265

Its LUMO energy is -5.259 eV. As for the frontier orbital gap: 9.07 eV. Its multiplicity is 1. As for the structure (SMILES): C[C@@]1(P(=O)(O)O)CCC=[NH+]1. The charge is +1.

---

The structure with the greatest stability is model Q.

---

Model P:
C4H10N2O in the gas phase. Source: OMol25; level of theory: ωB97M-V/def2-TZVPD.

Last column: natural (NBO) charge in e.
Element x y z (Å)
1 N 2.3651 0.3928 0.6531  -0.834
2 H 2.9772 0.0798 -0.0821  0.341
3 C 1.0854 0.7426 0.0416  -0.241
4 H 1.1087 -0.9634 -1.2060  0.192
5 C -1.9053 0.3328 -0.5030  0.522
6 H 1.1672 -1.7020 1.2493  0.243
7 H -0.2608 -2.5221 0.3233  0.202
8 H 0.4225 1.1289 0.8218  0.218
9 C 0.4275 -0.5644 -0.4574  -0.059
10 H -0.8160 -0.2325 -2.1965  0.403
11 H 1.0924 1.4890 -0.6482  0.167
12 H -0.5528 -1.0395 1.5063  0.243
13 H 2.8344 1.1775 1.0804  0.363
14 H -2.7219 0.5143 -1.2138  0.123
15 N -0.8353 -0.3060 -1.1569  -0.635
16 O -1.8343 0.9012 0.6144  -0.612
17 C 0.1783 -1.4688 0.7483  -0.635

Its LUMO energy is 0.772 eV. As for the frontier orbital gap: 10.19 eV. Its multiplicity is 1. As for the structure (SMILES): C[C@H](CN)NC=O. The charge is 0.

---

Model Q:
C4H10N2O in the gas phase. Source: OMol25; level of theory: ωB97M-V/def2-TZVPD.

Last column: natural (NBO) charge in e.
Element x y z (Å)
1 H 0.1639 -1.3872 3.1930  0.202
2 H -0.6064 0.1013 2.5442  0.207
3 H -0.2333 0.0049 -2.7430  0.194
4 O 1.2719 -0.6100 -0.7968  -0.634
5 C 0.3272 -0.4281 2.7189  -0.408
6 H -0.0967 1.7117 -0.9524  0.352
7 N 0.9536 -0.6579 1.4221  -0.611
8 H -1.5223 -0.7174 -0.4919  0.218
9 H -1.0005 1.5937 -3.0707  0.199
10 H -1.8888 0.1229 -2.5635  0.179
11 C -0.9907 0.7200 -2.4307  -0.418
12 C -0.8987 0.0736 -0.0641  -0.323
13 C 0.5250 -0.4409 0.1518  0.655
14 H -1.3576 0.4134 0.8492  0.193
15 H 1.9033 -1.0029 1.4522  0.397
16 H 0.9162 0.2743 3.3086  0.202
17 N -0.9519 1.1688 -1.0374  -0.604

Its LUMO energy is 0.870 eV. As for the frontier orbital gap: 9.61 eV. Its multiplicity is 1. As for the structure (SMILES): CNCC(=O)NC. The charge is 0.

---

The structure with the greatest stability is model Q.